8 unconnected molecules or ions with the total composition C7H29O8 in a non-equilibrium geometry. Source: the Open Molecules 2025 dataset; level of theory: wB97M-V/def2-TZVPD.

CARTESIAN COORDINATES (ANGSTROEM)
O1 -2.7836 -0.4505 -0.1067
O2 -0.0726 -0.3765 3.4563
O3 -0.1536 0.1625 0.1603
O4 0.2034 2.2485 1.8853
O5 -0.2186 -2.0275 -1.5597
O6 2.9874 -2.7785 -0.0457
O7 -0.0806 2.0635 -1.7637
O8 2.7034 0.0515 -0.1367
C1 -3.4906 0.7955 -0.1367
C2 0.5964 -1.8145 -2.7317
C3 -0.9046 3.0815 1.6613
C4 1.9184 -3.0035 0.9283
C5 3.1814 1.0195 -0.9997
C6 -0.5866 1.3875 -2.7357
C7 -1.1886 -1.3205 3.3543
H1 -1.7436 -1.5085 4.1753
H2 0.0274 1.2125 -3.5037
H3 -0.3126 1.4535 -0.9547
H4 2.3304 -3.6545 1.6433
H5 -0.0556 -1.3245 -0.7087
H6 -1.6906 2.6475 1.0743
H7 -0.4116 0.5575 3.1923
H8 1.4604 -2.3895 -2.4027
H9 2.8434 -1.8315 -0.1117
H10 -1.4326 3.1755 2.5593
H11 1.6554 0.2705 -0.1997
H12 -0.7856 -2.4055 3.1733
H13 1.4704 -2.0595 1.0123
H14 -3.7336 1.1235 0.8943
H15 -1.0596 0.5365 -2.7087
H16 4.2054 0.6075 -1.5337
H17 1.0784 -3.6245 0.5723
H18 0.7304 -0.7875 -2.8467
H19 0.0584 -2.2395 -3.4567
H20 -4.4656 0.6015 -0.7717
H21 -1.8176 -0.2405 -0.0627
H22 -3.0516 1.4455 -0.7417
H23 2.4684 1.3935 -1.6717
H24 3.6184 1.8645 -0.3067
H25 -1.8246 -1.0345 2.5863
H26 0.3524 1.7435 1.0323
H27 -1.3356 1.9165 -3.2797
H28 -0.4396 3.8375 1.0973
H29 -0.2496 -0.3275 1.0203

Cartesian forces, eV/Å:
O -0.3 0.7 0.1
O -2.0 1.0 -0.2
O 0.3 -1.0 0.7
O 0.4 -1.7 -0.4
O -0.6 1.8 2.9
O -1.2 -0.5 0.6
O 1.1 0.2 6.7
O -4.1 0.2 -0.4
C -3.5 -4.5 1.0
C 1.0 -0.5 5.6
C 0.6 -1.5 -1.0
C 0.2 -1.8 -2.9
C 5.8 0.5 1.4
C -2.0 2.6 -4.2
C 4.2 -1.5 -1.8
H -1.7 0.3 3.4
H 3.5 -0.6 -3.1
H 1.0 1.5 -0.9
H 0.5 0.3 2.1
H -0.3 -1.6 -3.5
H -0.2 -0.7 -1.0
H 1.0 -2.2 0.4
H 0.9 0.3 -1.3
H 0.9 0.6 -0.9
H -0.2 1.5 1.7
H 2.2 -1.5 1.1
H -0.2 2.1 -0.3
H -0.5 1.2 1.8
H 0.0 0.3 -0.7
H -2.4 -5.2 2.2
H -2.6 0.9 0.8
H 0.3 0.1 -0.8
H 0.8 1.6 -0.7
H -1.7 -1.6 -3.3
H 1.3 0.2 1.7
H -0.2 0.0 -0.2
H 2.5 3.4 -2.0
H -0.8 0.5 -1.1
H -0.9 -0.9 -1.6
H -1.2 0.3 -1.7
H -0.2 0.0 1.3
H -1.3 1.4 -0.5
H -0.6 2.3 -0.2
H 0.4 1.0 -0.9

Properties
Strongest force on any atom in eV/Å: 6.744
E_HOMO in hartree: -0.2132
Total charge: -1
Frontier orbital gap in eV: 9.031
Relative energy (zero: lowest compared OMol25 entry of this formula, charge and spin) in eV: 4.0073
Energy in a.u.: -885.81099